1.
137
Properties=species:S:1:pos:R:3 method="wB97M-V/def2-TZVPD" homo_lumo_gap_ev=8.7 total_charge=-1 de_lowest_kj_mol=35.18
C -0.77 0.12 -0.70
F -0.68 -0.29 -1.96
F -1.03 1.43 -0.68
F -1.82 -0.48 -0.13
S 0.75 -0.36 0.28
O 1.87 0.42 -0.25
O 0.39 0.05 1.63
O 0.91 -1.78 0.00
C 1.99 5.44 -1.15
C 1.52 3.99 -1.19
O 1.84 3.36 0.05
O 1.04 6.22 -0.41
H 1.90 5.73 -2.20
H 3.00 5.65 -0.81
H 2.11 3.58 -2.03
H 0.45 3.83 -1.33
H 1.67 2.41 -0.02
H 1.22 6.03 0.55
C -4.61 0.50 -1.47
C -5.39 1.77 -1.76
C -4.62 3.06 -1.45
O -5.35 4.24 -1.74
C -6.67 4.28 -1.26
N -5.64 1.70 -3.21
H -3.68 0.31 -2.02
H -5.28 -0.35 -1.51
H -4.09 0.43 -0.50
H -6.26 1.73 -1.11
H -3.67 3.11 -2.00
H -4.32 3.07 -0.39
H -6.74 4.10 -0.18
H -7.34 3.55 -1.72
H -7.03 5.30 -1.41
H -4.69 1.50 -3.51
H -5.89 2.60 -3.61
C -2.88 -0.41 -5.27
C -2.41 0.96 -4.84
C -1.00 1.21 -5.36
O -0.59 2.43 -4.78
C 0.78 2.70 -4.95
N -3.42 1.93 -5.33
H -3.89 -0.57 -4.90
H -2.16 -1.19 -5.00
H -2.81 -0.61 -6.35
H -2.35 1.02 -3.75
H -0.98 1.23 -6.46
H -0.39 0.35 -5.04
H 1.32 1.86 -4.48
H 1.14 3.61 -4.48
H 1.06 2.66 -6.01
H -3.32 2.12 -6.33
H -3.05 2.86 -5.09
C 1.91 -2.27 -3.53
C 2.84 -3.20 -2.76
C 4.10 -2.49 -2.26
O 4.80 -1.86 -3.30
C 6.03 -1.36 -2.83
N 2.09 -3.67 -1.58
H 1.64 -1.40 -2.92
H 0.99 -2.77 -3.82
H 2.38 -1.90 -4.45
H 3.09 -4.06 -3.39
H 4.65 -3.26 -1.70
H 3.85 -1.77 -1.47
H 6.67 -0.98 -3.63
H 6.65 -2.09 -2.31
H 5.85 -0.51 -2.16
H 1.80 -2.80 -1.10
H 2.67 -4.09 -0.85
C 1.41 -3.26 5.69
C 0.66 -2.09 5.07
C 1.07 -0.75 5.61
O 0.60 -0.50 6.93
C 0.76 0.84 7.34
N 0.85 -2.11 3.61
H 2.48 -3.14 5.53
H 1.07 -4.23 5.32
H 1.21 -3.32 6.77
H -0.40 -2.19 5.35
H 0.59 0.01 4.98
H 2.16 -0.63 5.57
H -0.15 1.42 7.12
H 1.61 1.42 6.98
H 0.78 0.79 8.43
H 1.87 -2.15 3.49
H 0.62 -1.19 3.23
C 0.11 6.01 4.15
C 0.34 4.99 3.04
C -0.86 4.87 2.08
O -2.00 4.31 2.71
C -1.88 2.92 2.88
N 1.53 5.41 2.28
H 0.15 7.03 3.77
H 0.95 6.03 4.86
H -0.74 5.75 4.78
H 0.57 4.04 3.53
H -0.56 4.18 1.28
H -1.05 5.80 1.54
H -1.20 2.52 3.64
H -1.70 2.34 1.97
H -2.89 2.57 3.12
H 2.36 5.44 2.86
H 1.78 4.62 1.69
C -1.75 -3.48 -1.93
C -1.98 -4.13 -0.57
C -2.81 -5.39 -0.68
O -3.97 -5.36 -1.50
C -4.94 -4.47 -0.97
N -0.77 -4.25 0.23
H -1.01 -2.68 -1.87
H -2.63 -3.03 -2.41
H -1.30 -4.24 -2.58
H -2.65 -3.44 -0.04
H -2.90 -5.88 0.29
H -2.17 -6.13 -1.19
H -4.99 -4.45 0.12
H -5.91 -4.71 -1.40
H -4.68 -3.45 -1.26
H -0.19 -3.42 0.10
H -0.22 -4.99 -0.21
C 4.86 -5.22 2.46
C 3.87 -4.05 2.56
C 4.56 -2.72 2.73
O 3.59 -1.67 2.90
C 4.06 -0.42 2.50
N 3.21 -4.08 1.21
H 5.63 -4.96 1.73
H 4.41 -6.12 2.05
H 5.36 -5.43 3.40
H 3.18 -4.18 3.40
H 5.18 -2.47 1.86
H 5.16 -2.67 3.64
H 4.93 -0.09 3.09
H 3.32 0.35 2.76
H 4.21 -0.34 1.42
H 2.52 -4.81 1.40
H 2.56 -3.28 1.23

***

2.
73
Properties=species:S:1:pos:R:3 method="wB97M-V/def2-TZVPD" homo_lumo_gap_ev="4.2 / 7.6" de_lowest_kj_mol=0.00 multiplicity=3
Pd 0.36 -0.51 -2.48
H -2.49 -0.99 -5.80
H 0.45 1.90 0.04
P 0.31 -2.69 -3.00
P 0.33 1.65 -3.36
C 1.73 2.65 -2.72
H 1.69 3.70 -3.06
H 1.74 2.64 -1.62
H 2.66 2.20 -3.07
C 0.38 1.95 -5.17
H -0.45 1.40 -5.64
H 0.29 3.01 -5.42
H 1.32 1.57 -5.58
C -1.10 2.67 -2.86
H -1.11 2.83 -1.77
H -1.11 3.66 -3.34
H -2.03 2.14 -3.13
C 0.40 -3.29 -4.70
H 0.41 -4.39 -4.66
H -0.47 -2.94 -5.26
H 1.31 -2.92 -5.19
C 1.69 -3.44 -2.11
H 1.43 -3.55 -1.06
H 1.89 -4.41 -2.57
H 2.57 -2.79 -2.19
C -1.15 -3.52 -2.34
H -2.04 -3.12 -2.82
H -1.05 -4.59 -2.57
H -1.22 -3.37 -1.26
C 1.09 0.04 -0.63
O 2.20 -0.50 -0.44
H -2.20 -1.30 -5.15
C -1.51 -1.98 1.53
C -0.28 -1.47 2.30
C -0.48 -1.74 3.80
C 0.94 -2.25 1.85
P -0.06 0.43 2.01
N 0.39 0.85 0.19
C -1.75 1.35 2.22
C -2.39 1.03 3.57
C -1.56 2.88 2.15
C -2.69 0.93 1.06
C 1.48 1.17 2.69
C 2.73 0.31 2.37
C 1.75 2.59 2.13
C 1.37 1.26 4.23
H -1.51 -3.09 1.60
H -1.47 -1.75 0.44
H -2.48 -1.65 1.95
H -0.84 -2.77 3.89
H 0.47 -1.69 4.34
H -1.21 -1.08 4.30
H 1.26 -1.99 0.83
H 1.77 -2.14 2.54
H 0.65 -3.31 1.80
H -1.72 1.27 4.42
H -3.29 1.66 3.69
H -2.74 -0.02 3.65
H -1.11 3.20 1.20
H -2.56 3.34 2.19
H -0.99 3.27 3.01
H -2.15 0.89 0.09
H -3.20 -0.02 1.25
H -3.48 1.69 0.96
H 2.71 -0.06 1.35
H 3.60 0.98 2.42
H 2.86 -0.52 3.09
H 0.99 3.33 2.43
H 2.72 2.93 2.52
H 1.86 2.59 1.03
H 0.49 1.83 4.58
H 1.37 0.26 4.69
H 2.28 1.79 4.59

***

3.
26
Properties=species:S:1:pos:R:3 method="wB97M-V/def2-TZVPD" homo_lumo_gap_ev=6.9 total_charge=-1
C 0.74 -2.26 0.62
C 1.45 -1.71 -0.66
P 0.85 0.01 -1.21
C 2.37 1.12 -0.90
C 2.89 1.06 0.59
Al -1.00 0.75 0.01
S -1.17 3.04 0.03
C -2.78 0.07 -0.78
C -3.88 -0.10 0.33
F -3.32 0.98 -1.74
H 1.01 -3.34 0.74
H 1.06 -1.65 1.48
H -0.36 -2.17 0.51
H 2.54 -1.69 -0.44
H 1.34 -2.37 -1.55
H 2.17 2.15 -1.25
H 3.17 0.67 -1.53
H 3.66 0.25 0.65
H 3.41 2.02 0.81
H 2.10 0.81 1.33
H -0.96 0.22 1.51
H -0.25 3.52 0.93
H -2.61 -0.93 -1.24
H -4.22 0.89 0.69
H -3.46 -0.69 1.18
H -4.76 -0.62 -0.11

***

4.
14
Properties=species:S:1:pos:R:3 method="wB97M-V/def2-TZVPD" homo_lumo_gap_ev=8.1 total_charge=+1 de_lowest_kj_mol=400.38
C -0.23 -1.06 -0.30
C -1.29 -0.25 0.16
N 1.35 0.18 0.73
N -1.19 1.16 -0.09
S 2.86 0.07 -0.17
H -0.08 -2.00 0.31
H 0.01 -0.85 -1.26
H -1.35 -0.23 1.30
H -2.25 -0.76 -0.41
H 1.62 -0.27 1.58
H -2.11 1.57 -0.27
H -0.60 1.26 -0.91
H 1.04 1.14 0.74
H 2.22 0.05 -1.40

***

5.
9
Properties=species:S:1:pos:R:3 method="wB97M-V/def2-TZVPD" homo_lumo_gap_ev=9.8 de_lowest_kj_mol=156.41 smiles="Nc1nc(=O)c1=O"
C -2.78 -0.81 0.45
C -1.02 -0.46 0.58
C -2.53 -0.83 1.98
N -1.12 -0.79 1.87
N 0.03 0.08 0.00
O -3.33 -1.40 -0.42
O -3.32 -0.77 2.85
H -0.01 -0.06 -0.96
H 0.86 0.06 0.54

***

6.
79
Properties=species:S:1:pos:R:3 method="wB97M-V/def2-TZVPD" homo_lumo_gap_ev="9.5 / 9.5" total_charge=+2 de_lowest_kj_mol=11.22 multiplicity=3
Pr 0.14 0.77 -0.37
C -2.89 -2.03 2.14
C -1.83 -0.99 1.97
O -1.49 -0.63 0.83
N -1.26 -0.46 3.06
C -0.35 0.69 3.00
C -1.09 1.94 2.63
C -1.58 2.79 3.61
C -2.42 3.83 3.24
C -2.77 3.97 1.90
C -2.22 3.09 0.99
N -1.37 2.11 1.33
H -2.63 -2.88 1.51
H -3.83 -1.62 1.78
H -3.01 -2.36 3.17
H -1.59 -0.76 3.96
H 0.48 0.46 2.33
H 0.11 0.79 3.98
H -1.31 2.64 4.65
H -2.82 4.51 3.98
H -3.44 4.74 1.57
H -2.44 3.18 -0.07
C 2.54 -2.62 -4.79
C 2.56 -1.66 -3.65
C 3.58 -1.18 -2.85
C 2.99 -0.26 -1.98
N 1.67 -0.17 -2.22
N 1.44 -1.03 -3.23
C 3.67 0.55 -0.92
H 3.01 -2.18 -5.67
H 1.52 -2.90 -5.06
H 3.08 -3.53 -4.53
H 4.62 -1.46 -2.91
H 0.53 -1.10 -3.65
H 4.75 0.44 -1.01
H 3.41 0.22 0.09
H 3.43 1.61 -1.02
C 0.76 5.43 1.48
C 0.58 5.87 0.05
C -0.48 6.93 -0.11
C 1.88 6.26 -0.60
O -0.03 4.68 -0.68
P 0.59 3.37 -1.19
O 1.33 2.58 -0.09
O -0.56 2.44 -1.62
O 1.60 3.64 -2.30
C 1.42 3.93 -3.78
C 0.19 4.79 -3.96
C 1.28 2.59 -4.45
C 2.69 4.65 -4.16
H 1.18 6.26 2.05
H 1.46 4.59 1.56
H -0.19 5.14 1.93
H -0.18 7.82 0.45
H -1.44 6.60 0.27
H -0.59 7.22 -1.15
H 2.26 7.13 -0.06
H 1.74 6.54 -1.64
H 2.64 5.48 -0.55
H -0.72 4.28 -3.63
H 0.07 5.00 -5.03
H 0.27 5.74 -3.44
H 0.37 2.07 -4.13
H 2.15 1.96 -4.25
H 1.21 2.75 -5.53
H 2.79 5.59 -3.62
H 2.68 4.86 -5.23
H 3.56 4.02 -3.94
Br -1.02 -4.91 -1.84
C 0.19 -3.96 -0.79
C 1.22 -4.59 -0.10
C 2.08 -3.81 0.66
C 1.89 -2.44 0.69
N 0.90 -1.83 0.02
C 0.06 -2.58 -0.69
H 1.34 -5.66 -0.16
H 2.89 -4.26 1.21
H 2.56 -1.81 1.26
H -0.75 -2.09 -1.21

***

no.,strongest force on any atom (hartree/bohr)
1,0.053
2,0.044
3,0.026
4,0.091
5,0.079
6,0.052